No. 1
The following is a DFT calculation (ωB97M-V/def2-TZVPD) of a 14-piece molecular cluster, C50H124N8O14 overall.

The geometry in ORCA input format:
```
! wB97M-V def2-TZVPD RIJCOSX def2/J DEFGRID3
* xyz 0 1
C -0.81078 5.21023 -4.21194
C -0.38294 3.80413 -3.91085
O -0.77410 3.25965 -2.88882
C 0.58920 3.14673 -4.84742
H -0.26943 5.53464 -5.08794
H -0.61190 5.85988 -3.34141
H -1.86759 5.26277 -4.49167
H 1.47352 3.76071 -4.91019
H 0.16782 3.08811 -5.89501
H 0.85926 2.13598 -4.48055
C -2.58133 2.09647 -0.38060
C -3.68243 2.67774 -1.18024
O -4.73969 2.12204 -1.39733
C -3.50444 4.11356 -1.65887
H -1.74435 1.80266 -1.02786
H -3.01721 1.30844 0.25653
H -2.22743 2.88330 0.33897
H -4.35452 4.65060 -1.26183
H -3.60968 4.06055 -2.72305
H -2.54903 4.60330 -1.39752
C -3.67040 -2.56530 0.69868
C -3.90296 -2.30657 2.17035
O -4.97383 -2.07575 2.69954
C -2.69340 -2.53261 3.04645
H -4.59109 -2.34897 0.25110
H -3.39681 -3.61450 0.53086
H -2.91042 -1.90737 0.21737
H -2.47999 -3.66928 2.96116
H -2.95810 -2.32580 4.07901
H -1.84140 -1.97616 2.67599
C 0.54306 4.41377 0.06887
C 1.93279 4.94240 0.23154
O 2.71137 4.90911 -0.68273
C 2.29536 5.43977 1.64551
H -0.14367 5.21658 0.39558
H 0.38749 3.59272 0.75411
H 0.31321 4.13249 -0.96666
H 1.52015 6.15352 1.94194
H 3.32342 5.83962 1.60432
H 2.25804 4.63942 2.36486
C -4.63790 2.72626 -5.01402
C -3.64135 2.81145 -6.07334
O -2.49156 3.11467 -5.85403
C -4.10097 2.41838 -7.43055
H -4.19982 2.99429 -4.02148
H -4.92867 1.67457 -4.98363
H -5.52131 3.33138 -5.27612
H -3.47895 2.69165 -8.27259
H -5.10427 2.76084 -7.60644
H -4.25842 1.28916 -7.41960
C 1.53585 -1.30761 1.46950
C 0.42187 -0.50346 0.88155
O -0.38474 -1.07495 0.13697
C 0.42011 1.02812 1.08251
H 1.46099 -2.34270 1.12086
H 1.40288 -1.20520 2.58642
H 2.48339 -0.89044 1.23853
H 1.28267 1.46036 0.49890
H 0.42378 1.49156 2.07016
H -0.44231 1.51755 0.58070
C 0.43988 4.54220 5.33135
C 0.83886 3.10808 5.79973
C 2.19738 2.83901 5.25088
O 2.16708 2.82750 3.84478
C 3.53083 2.67297 3.32610
N 1.06159 2.97971 7.27679
H 1.12358 5.32542 5.62049
H -0.56683 4.75844 5.71802
H 0.32464 4.55068 4.27150
H 0.08206 2.33142 5.46860
H 2.51224 1.84272 5.53374
H 2.88968 3.59818 5.61548
H 3.48181 2.38643 2.27145
H 3.99020 1.84967 3.90644
H 4.20166 3.49249 3.48623
H 0.17328 3.01092 7.77286
H 1.53928 2.11059 7.57095
C -4.45195 1.18364 4.14628
C -3.12165 1.95551 4.13160
C -3.30986 3.38331 3.80181
O -3.81371 3.56343 2.53921
C -4.18934 4.93636 2.35818
N -2.46504 1.75732 5.38718
H -4.27639 0.15317 4.46335
H -4.99880 1.12573 3.19182
H -5.16628 1.59901 4.87302
H -2.49412 1.48054 3.37151
H -2.31462 3.92212 3.76116
H -3.93644 3.84951 4.57225
H -3.36801 5.66677 2.57556
H -5.08271 5.20213 2.91688
H -4.44134 4.97546 1.28973
H -1.70909 2.41273 5.50062
H -3.13983 1.73858 6.13582
C 5.21796 -1.19702 1.41558
C 5.15409 -1.10511 -0.09445
C 6.12837 -0.02632 -0.63584
O 5.94655 1.28704 -0.13515
C 4.84319 2.06064 -0.56155
N 5.47022 -2.39476 -0.78756
H 6.20211 -1.52494 1.72697
H 4.47176 -1.96937 1.68303
H 4.88390 -0.28698 1.90813
H 4.14636 -0.83673 -0.42358
H 6.05597 -0.09816 -1.76282
H 7.16048 -0.23697 -0.34201
H 4.83328 2.12982 -1.68324
H 4.96226 3.04080 -0.06820
H 3.88983 1.65855 -0.14266
H 6.39698 -2.69949 -0.53054
H 4.86253 -3.18629 -0.43620
C 2.33148 0.28726 -2.68437
C 2.16149 -0.86341 -3.64161
C 2.86409 -0.56406 -4.94204
O 2.17587 0.39331 -5.69949
C 2.70176 0.65768 -6.99594
N 2.60518 -2.21486 -3.22264
H 2.20182 1.21941 -3.19545
H 3.35727 0.22499 -2.28373
H 1.63351 0.16548 -1.89646
H 1.13721 -1.05107 -4.00987
H 3.02908 -1.50568 -5.53236
H 3.85562 -0.13327 -4.72635
H 2.27514 1.59751 -7.38302
H 2.36002 -0.14439 -7.74049
H 3.80434 0.67206 -6.99594
H 3.61119 -2.25351 -2.89710
H 1.98790 -2.53190 -2.44329
C 4.22504 -7.05356 0.43156
C 3.05147 -6.09952 0.36816
C 2.67615 -5.59291 1.72570
O 1.38601 -4.85500 1.67609
C 0.94517 -4.68987 3.02094
N 3.40033 -4.91723 -0.43869
H 5.05039 -6.70590 1.08460
H 4.63935 -7.41665 -0.50628
H 3.87291 -7.93432 0.93590
H 2.15779 -6.62807 -0.00389
H 3.37724 -4.90446 2.18169
H 2.51878 -6.47589 2.40842
H 0.61843 -5.60852 3.52175
H 0.05982 -4.00164 2.95750
H 1.73616 -4.18368 3.60211
H 3.65809 -5.23067 -1.34420
H 2.52527 -4.40154 -0.64230
C -0.46405 -1.52311 6.26517
C 0.57785 -0.50946 5.75649
C 1.84736 -1.25286 5.57338
O 2.90022 -0.45599 5.21732
C 4.12217 -1.12899 4.93641
N 0.26898 0.03701 4.45181
H -0.57004 -2.39507 5.57157
H -1.44739 -1.01111 6.42047
H -0.15499 -1.93354 7.23259
H 0.76050 0.25862 6.51723
H 1.67904 -1.97820 4.77787
H 2.09866 -1.80864 6.57452
H 4.03933 -1.96585 4.16585
H 4.67273 -1.35824 5.84409
H 4.76509 -0.36342 4.42714
H -0.72907 0.20055 4.41853
H 0.77510 0.92057 4.26035
C -5.98062 -1.28869 -2.86414
C -5.03992 -1.90797 -3.87261
C -3.60703 -1.43296 -3.70235
O -3.42253 -0.16003 -4.26587
C -2.13818 0.33791 -3.90229
N -5.17206 -3.34792 -3.92782
H -6.96774 -1.62837 -2.99419
H -5.94880 -0.21713 -3.08139
H -5.67710 -1.44031 -1.83319
H -5.27434 -1.48814 -4.82674
H -2.90472 -2.18483 -4.10070
H -3.29833 -1.33456 -2.68872
H -2.03298 1.25049 -4.48474
H -1.38199 -0.41103 -4.20978
H -1.96895 0.45855 -2.82860
H -4.57653 -3.76972 -4.62864
H -4.99420 -3.72124 -3.01001
C -2.12316 -4.67123 -1.52110
C -0.67964 -4.73851 -1.93337
C -0.53009 -4.27410 -3.33351
O -1.39218 -5.00725 -4.18099
C -1.21058 -4.69629 -5.55071
N 0.20148 -3.91571 -1.08816
H -2.77245 -5.10372 -2.30492
H -2.42395 -3.64165 -1.48493
H -2.33552 -5.32698 -0.60257
H -0.41531 -5.78460 -1.94788
H 0.50859 -4.28699 -3.74844
H -0.80520 -3.19986 -3.36708
H -1.57297 -5.51478 -6.12791
H -0.20234 -4.53422 -5.80174
H -1.81096 -3.88157 -5.87384
H -0.11320 -2.93379 -0.98769
H 0.26972 -4.26223 -0.13881
*
```

Output
HOMO energy = -8.835 eV

Here are the Löwdin charges for atoms 1 to 2, given in e:
1. C -0.020
2. C -0.495

No. 2
The following is a DFT calculation (ωB97M-V/def2-TZVPD) of a 10-piece molecular cluster, C50H126N10O10 overall.

The geometry in ORCA input format:
```
! wB97M-V def2-TZVPD RIJCOSX def2/J DEFGRID3
* xyz 0 1
C 3.78614 5.95800 -0.10432
C 2.60326 5.59634 0.73963
C 3.11854 4.40912 1.62185
C 2.22683 6.75551 1.67426
C 1.36488 7.86543 0.95582
C 0.08009 7.30623 0.32548
C 0.43288 6.14669 -0.64157
C -0.91234 5.35570 -0.71310
C 0.86906 6.69390 -2.03984
N 1.41844 5.18608 -0.11949
O 1.68966 4.07925 -0.90491
H 4.62564 6.18870 0.55151
H 4.18836 5.13039 -0.68858
H 3.52925 6.82339 -0.71523
H 3.43603 3.64021 0.91752
H 4.00775 4.66550 2.19777
H 2.25557 4.14292 2.23219
H 1.76911 6.33571 2.57000
H 3.09557 7.30902 2.03066
H 1.06782 8.68542 1.60962
H 1.89616 8.40747 0.17349
H -0.32730 8.13403 -0.25494
H -0.67081 7.08285 1.08334
H -0.87087 4.49188 -1.37657
H -1.77601 5.95031 -1.01078
H -1.09921 4.90647 0.26228
H 0.00278 6.76352 -2.69773
H 1.55364 6.02139 -2.55675
H 1.41304 7.63806 -2.06742
H 2.41628 4.38983 -1.45004
C -0.42425 -4.01062 2.59475
C 1.05494 -4.31826 2.67998
C 1.38802 -4.18792 4.16830
C 1.16643 -5.80302 2.18130
C 2.65677 -6.24590 1.98410
C 3.35876 -5.17590 1.05681
C 3.29429 -3.65809 1.43498
C 4.36036 -3.30774 2.52071
C 3.59345 -2.85952 0.18729
N 1.93162 -3.36266 1.89277
O 1.72869 -2.02509 2.14156
H -0.54504 -2.99646 2.97553
H -0.80768 -3.96529 1.57543
H -0.99760 -4.74219 3.16412
H 0.65662 -4.65915 4.82489
H 2.37500 -4.54245 4.46543
H 1.19901 -3.12577 4.32390
H 0.68478 -6.53936 2.82468
H 0.61897 -6.01699 1.26337
H 3.11106 -6.33197 2.97117
H 2.71615 -7.25323 1.57196
H 3.07915 -5.40141 0.02770
H 4.42043 -5.42020 1.09259
H 4.25340 -3.70004 3.53202
H 4.62031 -2.24928 2.50709
H 5.29501 -3.76418 2.19485
H 4.48421 -3.21883 -0.32801
H 3.75773 -1.81442 0.44975
H 2.73405 -2.94932 -0.47715
H 1.20777 -1.73524 1.38908
C 2.07626 4.25624 5.07612
O 2.89348 3.02085 5.03436
C 2.16303 1.80531 5.30859
C 2.88706 0.56285 4.84753
C 3.35627 0.66973 3.41690
N 2.10978 -0.71827 5.02680
H 1.23671 4.06870 4.40673
H 2.54267 5.22031 4.87332
H 1.66284 4.26032 6.08467
H 1.81741 1.69918 6.33689
H 1.24534 1.83533 4.72118
H 3.81004 0.40275 5.40481
H 4.14668 -0.07919 3.36707
H 3.68006 1.69797 3.25575
H 2.68686 0.46279 2.58193
H 1.15665 -0.52881 4.75158
H 2.41634 -1.35103 4.30172
C -0.42774 -1.43835 -0.70255
O -0.03977 -0.64988 0.42666
C -0.62851 0.63722 0.43862
C -0.34729 1.37066 1.74849
C -1.24438 0.95590 2.93975
N -0.51394 2.78242 1.44285
H 0.20991 -2.32237 -0.70007
H -0.29843 -0.86167 -1.61842
H -1.47811 -1.72511 -0.65172
H -0.29195 1.18466 -0.44180
H -1.70608 0.54146 0.30532
H 0.70304 1.13360 1.91787
H -2.24680 1.38015 2.88262
H -0.77037 1.13322 3.90514
H -1.31561 -0.13065 2.89041
H 0.26874 3.03554 0.85681
H -1.30902 2.87000 0.82619
C -0.24325 7.51755 4.45808
O -1.29663 6.88122 3.77018
C -1.67855 5.66053 4.37812
C -2.92083 5.18655 3.64064
C -3.37581 3.92688 4.39398
N -2.55736 4.82965 2.26217
H -0.57449 7.90987 5.41957
H 0.01056 8.43369 3.92482
H 0.69444 6.96218 4.47819
H -0.88275 4.91568 4.37912
H -1.83551 5.87670 5.43488
H -3.72008 5.92681 3.60418
H -4.23970 3.45067 3.93028
H -3.76029 4.03294 5.40839
H -2.54355 3.22450 4.43976
H -1.68022 4.32901 2.25190
H -2.27235 5.66303 1.76785
C 2.25934 0.90793 -1.59112
O 2.36194 -0.47985 -1.89882
C 2.60127 -0.80276 -3.25501
C 2.97724 -2.27514 -3.43955
C 3.26249 -2.56350 -4.87661
N 1.87689 -3.09392 -2.95712
H 3.18499 1.41748 -1.85874
H 2.19130 1.03407 -0.51058
H 1.38281 1.44364 -1.95557
H 1.79938 -0.55163 -3.94929
H 3.47729 -0.20732 -3.51219
H 3.84371 -2.57843 -2.85189
H 2.61529 -2.12120 -5.63397
H 3.31289 -3.64786 -4.97521
H 4.27757 -2.35217 -5.21286
H 2.14122 -4.00733 -2.61666
H 1.76509 -2.63958 -2.06203
C 0.06588 -1.14761 -8.51357
O 0.61286 -1.92392 -7.44038
C -0.21887 -1.87643 -6.26634
C -0.09311 -3.32646 -5.68686
C -1.01047 -4.29587 -6.44909
N -0.55627 -3.34475 -4.32703
H -0.68496 -1.79203 -8.97079
H 0.77189 -0.95481 -9.32134
H -0.42302 -0.23775 -8.16539
H 0.18201 -1.14190 -5.56787
H -1.27472 -1.61033 -6.31621
H 0.90709 -3.70627 -5.89526
H -0.66226 -4.33431 -7.48126
H -2.06560 -4.02392 -6.42037
H -0.98695 -5.31737 -6.06951
H 0.03864 -2.74325 -3.77532
H -0.37413 -4.28234 -3.99864
C 2.18543 -6.29931 -3.64705
O 1.80885 -6.16340 -2.30106
C 0.81204 -7.11562 -1.89364
C -0.63941 -6.56597 -2.21321
C -0.97997 -5.30124 -1.41511
N -1.63327 -7.43908 -1.68997
H 3.08323 -5.69351 -3.76976
H 1.39009 -6.02786 -4.34120
H 2.42518 -7.28897 -4.03588
H 0.86366 -8.04061 -2.46795
H 1.02802 -7.28212 -0.83830
H -0.80983 -6.33517 -3.26478
H -0.89540 -5.49801 -0.34636
H -2.03931 -5.07935 -1.54418
H -0.40910 -4.42207 -1.71391
H -1.42308 -7.69842 -0.73673
H -1.61145 -8.25809 -2.28060
C -1.07242 2.03106 -3.23168
O -2.45120 2.33044 -3.46572
C -3.44049 2.10367 -2.54738
C -3.67492 0.61577 -2.27447
C -3.83055 -0.27322 -3.51925
N -4.91914 0.36875 -1.60404
H -0.69506 2.34604 -2.25881
H -0.48245 2.54013 -3.99385
H -0.75423 0.98883 -3.20726
H -3.24641 2.64276 -1.62012
H -4.35898 2.49510 -2.98471
H -2.83858 0.17808 -1.72942
H -4.10481 -1.30014 -3.27776
H -2.91253 -0.20566 -4.10300
H -4.68354 0.07386 -4.10239
H -5.04736 -0.61217 -1.40044
H -5.69129 0.45957 -2.24873
C -7.29874 -0.17507 3.09629
O -6.27920 -0.92970 2.56910
C -6.52604 -1.30848 1.25387
C -5.43563 -2.32396 0.76914
C -3.99555 -2.04033 1.04131
N -5.64039 -2.44377 -0.66514
H -7.33785 0.70158 2.44972
H -7.09864 0.19385 4.10225
H -8.26380 -0.67809 3.15732
H -7.47268 -1.84385 1.18073
H -6.71267 -0.48271 0.56730
H -5.80777 -3.27554 1.14876
H -3.26116 -2.72201 0.61225
H -3.77505 -1.94610 2.10460
H -3.73239 -1.08141 0.59485
H -5.06996 -3.10761 -1.16914
H -6.54116 -2.82153 -0.92207
*
```

Output
HOMO energy = -7.701 eV
Structure (SMILES) = CC1(C)CCCC(C)(C)N1O.CC1(C)CCCC(C)(C)N1O.COC[C@H](C)N.COC[C@H](C)N.COC[C@H](C)N.COC[C@H](C)N.COC[C@H](C)N.COC[C@H](C)N.COC[C@H](C)N.COC[C@H](C)N
Relative energy (zero: lowest compared OMol25 entry of this formula, charge and spin) = 72.90 kcal per mole

Here are the Löwdin charges for atoms 1 to 2, given in e:
1. C -0.051
2. C -0.488

Gap between HOMO and LUMO (eV)
9.40 8.26
E_LUMO (eV)
0.57 0.56
Energy (eV)
-94441.5564 -89259.5356